(1)
This record from the OMol25 dataset describes C6H7AgO6 as an isolated structure. The level of theory is ωB97M-V/def2-TZVPD.

Summary:
LUMO energy (spin up / spin down) in hartree: -0.176 / -0.296
Spin multiplicity: 2
Orbital gap (spin up / spin down) in eV: 10.2 / 6.5
Net charge: +1

Element x y z (Å)
Ag: 0.28529 0.47352 1.84259
O: 1.93044 0.14067 0.93973
O: 1.64364 -0.50391 -1.17089
O: 3.00985 1.17747 -0.73390
C: 2.22662 0.36125 -0.29471
C: 1.06507 -1.70218 -0.68887
C: -0.35347 -1.63383 -0.17914
H: 1.05142 -2.37982 -1.54994
H: 1.66874 -2.14148 0.11800
H: -0.87564 -2.58393 -0.32148
O: -0.87626 -1.07054 1.14193
O: -0.75818 0.82241 -0.12621
C: -1.79016 1.68372 -0.65742
C: -3.03578 0.83080 -0.46503
O: -2.50462 -0.50398 -0.54849
C: -1.24010 -0.48024 -0.12136
H: -1.79368 2.60986 -0.07712
H: -1.56445 1.87868 -1.71187
H: -3.77476 0.95239 -1.26139
H: -3.49955 0.97984 0.51832

Cartesian forces (eV/Å) of the 3 atoms listed first:
Ag -0.511 1.659 3.178
O 2.912 0.402 -0.026
O -0.096 0.528 0.155

---

(2)
This record from the OMol25 dataset describes a 5-piece molecular cluster, C10H30O5 overall. The level of theory is ωB97M-V/def2-TZVPD.

Summary:
LUMO energy in hartree: 0.021
SMILES: CCO.CCO.CCO.CCO.CCO
Orbital gap in eV: 10.5

Element x y z (Å)
C: -12.77732 10.72518 18.28290
C: -13.53307 11.93679 18.77107
O: -13.10925 12.36276 20.06419
H: -11.70454 10.94464 18.26535
H: -13.06074 10.45697 17.26467
H: -12.90732 9.87795 18.95342
H: -14.60190 11.73411 18.90758
H: -13.59000 12.78703 18.08104
H: -12.20068 12.67706 19.99323
C: -8.08868 18.45241 16.98736
C: -8.25496 17.74345 15.66994
O: -9.24115 18.46269 14.88348
H: -9.00655 18.31197 17.57188
H: -7.90361 19.51941 16.90902
H: -7.29882 18.01699 17.60254
H: -8.42630 16.66830 15.71405
H: -7.31031 17.87783 15.12081
H: -9.01276 18.30489 13.96282
C: -12.83386 15.69847 16.96788
C: -11.82877 16.12904 15.91273
O: -11.63068 17.51556 16.04601
H: -12.38118 15.86127 17.94452
H: -13.31806 14.73737 16.81220
H: -13.67826 16.39092 16.87022
H: -12.24138 15.91615 14.91520
H: -10.88409 15.58475 16.05170
H: -10.85919 17.84561 15.55270
C: -13.06154 19.93672 13.58395
C: -13.89312 21.16100 13.95531
O: -13.68213 22.19034 12.98729
H: -12.22523 20.28637 12.98430
H: -13.68483 19.24884 13.00243
H: -12.75367 19.33416 14.43772
H: -13.51007 21.53241 14.91862
H: -14.96374 20.96860 14.07925
H: -13.87396 23.03938 13.38732
C: -16.25581 17.87510 16.18375
C: -15.79900 19.12581 16.90934
O: -16.50253 19.23552 18.13418
H: -15.86024 17.82832 15.16828
H: -17.33969 17.90070 16.06978
H: -15.88261 17.03768 16.77017
H: -15.92034 20.01392 16.27217
H: -14.71975 19.06878 17.10681
H: -16.00071 19.77500 18.74749

Cartesian forces (eV/Å) of the 3 atoms listed first:
C 0.444 0.290 -0.190
C -1.190 0.319 0.488
O 0.253 0.053 -0.170

---

(3)
This record from the OMol25 dataset describes a 8-piece molecular cluster, C55H80F22O18Si overall. The level of theory is ωB97M-V/def2-TZVPD.

Summary:
LUMO energy in hartree: -0.060
SMILES: CCCCCCCCCCCCC1=C(CCO[Si](C)(C)C)C(=O)C([C@H](C)F)=C(CC=O)C1=O.CCOC(=O)C(F)(F)F.CCOC(=O)C(F)(F)F.CCOC(=O)C(F)(F)F.CCOC(=O)C(F)(F)F.CCOC(=O)C(F)(F)F.CCOC(=O)C(F)(F)F.CCOC(=O)C(F)(F)F
Orbital gap in eV: 8.1

Element x y z (Å)
C: -2.66518 0.24506 -1.68953
C: -1.37917 0.25393 -0.70136
C: -1.75013 -0.38249 0.74346
C: -1.31472 0.62602 1.91897
C: -0.77727 -0.16021 3.24021
C: -0.34037 0.97072 4.28208
C: 0.26844 0.41974 5.66208
C: 1.51887 -0.54509 5.36449
C: 2.82995 0.35445 4.99437
C: 3.94534 -0.01060 6.10056
C: 4.50759 -1.51516 5.86329
C: 5.68920 -1.74034 6.93003
C: 5.52232 -3.05756 7.82152
C: 5.91744 -4.35206 7.36104
C: 6.51779 -4.54264 5.87106
C: 5.24019 -4.72384 4.87250
O: 5.39800 -5.93116 4.09946
Si: 3.89797 -6.54094 3.48931
C: 4.24785 -8.38908 2.99548
C: 3.25375 -5.68074 1.90898
C: 2.46854 -6.59127 4.75448
C: 5.80548 -5.66962 8.23708
O: 6.08891 -6.77794 7.69801
C: 5.29481 -5.59623 9.75992
C: 5.31095 -6.92064 10.63783
C: 3.83948 -7.54525 10.76484
F: 5.98950 -6.78552 11.90085
C: 4.84639 -4.32447 10.23142
C: 4.27155 -4.13220 11.72017
C: 2.73731 -3.61343 11.69263
O: 2.19196 -3.13831 12.72713
C: 4.89620 -3.02402 9.30190
O: 4.43585 -1.92710 9.69703
H: -2.32027 0.48137 -2.75614
H: -3.16685 -0.78459 -1.74706
H: -3.40521 1.08053 -1.40981
H: -0.59846 -0.43024 -1.19349
H: -0.97610 1.31703 -0.59399
H: -1.24746 -1.40130 0.82606
H: -2.89779 -0.46364 0.80316
H: -2.20531 1.24080 2.27799
H: -0.49666 1.34364 1.56203
H: -1.58814 -0.84769 3.64431
H: 0.10587 -0.79472 2.86001
H: 0.37869 1.72421 3.80590
H: -1.29232 1.55861 4.56550
H: 0.66090 1.32203 6.25125
H: -0.47673 -0.11938 6.33039
H: 1.74407 -1.12751 6.31759
H: 1.34753 -1.29785 4.52939
H: 3.19225 0.11664 3.93046
H: 2.59611 1.48102 5.06552
H: 3.41845 0.00529 7.12553
H: 4.78683 0.75675 6.16519
H: 4.91399 -1.52092 4.78538
H: 3.68510 -2.30481 5.95929
H: 5.70857 -0.84649 7.65681
H: 6.67247 -1.73604 6.34992
H: 7.15101 -3.62758 5.57065
H: 7.21758 -5.43931 5.85107
H: 5.22309 -3.78063 4.22118
H: 4.30892 -4.68789 5.52831
H: 5.38575 -8.56390 3.07498
H: 3.70151 -9.04719 3.74594
H: 3.93407 -8.56511 1.90870
H: 2.47861 -4.85465 2.13254
H: 4.06598 -5.31404 1.19259
H: 2.65885 -6.47965 1.32200
H: 1.99694 -5.54801 4.90679
H: 1.63061 -7.22148 4.27764
H: 2.76526 -6.95920 5.79100
H: 5.92319 -7.69121 10.03935
H: 3.90255 -8.57104 11.26837
H: 3.39959 -7.73598 9.71965
H: 3.11388 -6.90935 11.36957
H: 4.25394 -5.10451 12.31666
H: 4.86501 -3.32530 12.25980
H: 2.07251 -3.67971 10.76775
C: -1.78196 1.06587 -8.52051
C: -0.57911 1.89662 -8.11926
O: -0.61016 2.18607 -6.71213
C: -0.15081 1.21476 -5.89981
O: 0.26533 0.15233 -6.28104
C: -0.19342 1.67269 -4.44447
F: -1.35174 2.28513 -4.12633
F: 0.78919 2.55397 -4.16606
F: -0.05194 0.65659 -3.57441
H: -2.70834 1.55883 -8.21368
H: -1.80295 0.91377 -9.60105
H: -1.76529 0.08792 -8.03397
H: -0.60635 2.85431 -8.63643
H: 0.35889 1.40770 -8.39589
C: 3.50368 1.08993 -4.68446
C: 4.98512 0.82722 -4.86743
O: 5.24341 0.25861 -6.16084
C: 5.32081 1.13126 -7.18433
O: 5.18445 2.32114 -7.07253
C: 5.64722 0.40028 -8.48398
F: 4.91495 -0.72033 -8.64360
F: 6.94120 0.02268 -8.53343
F: 5.42679 1.15713 -9.57331
H: 2.92689 0.17874 -4.86486
H: 3.29656 1.44548 -3.67338
H: 3.14577 1.83904 -5.39446
H: 5.32191 0.09551 -4.13020
H: 5.57724 1.73337 -4.71529
C: 0.25606 2.20356 -15.38075
C: 0.91867 2.53186 -14.05742
O: 0.00598 3.22523 -13.19100
C: -0.86178 2.45356 -12.50969
O: -0.91229 1.25461 -12.59057
C: -1.73271 3.31071 -11.59562
F: -2.19841 4.41580 -12.20893
F: -1.05318 3.73701 -10.50871
F: -2.81254 2.65129 -11.13672
H: -0.15299 3.10731 -15.83974
H: 0.97227 1.75021 -16.06856
H: -0.57738 1.51096 -15.24320
H: 1.76237 3.20405 -14.22619
H: 1.31286 1.63621 -13.57044
C: -5.92252 3.76868 -0.72059
C: -4.72162 4.59595 -0.30680
O: -4.75519 4.86842 1.10338
C: -4.29507 3.88806 1.90461
O: -3.87702 2.83166 1.51051
C: -4.34047 4.32794 3.36545
F: -5.50181 4.93327 3.68619
F: -3.35799 5.20686 3.65332
F: -4.19818 3.30045 4.22007
H: -6.85001 4.25636 -0.40940
H: -5.94105 3.63046 -1.80334
H: -5.90548 2.78461 -0.24640
H: -4.75024 5.56251 -0.81433
H: -3.78241 4.11224 -0.58788
C: -5.61075 2.72479 -12.01495
C: -6.14117 1.34881 -11.66492
O: -7.29665 1.03308 -12.45732
C: -7.05191 0.56959 -13.69881
O: -5.95189 0.41722 -14.16065
C: -8.36010 0.22868 -14.40760
F: -9.29801 1.18400 -14.24696
F: -8.89693 -0.91759 -13.94123
F: -8.20419 0.06764 -15.73279
H: -6.40007 3.47561 -11.92265
H: -4.78751 2.99733 -11.36008
H: -5.25741 2.75992 -13.04825
H: -6.46302 1.33422 -10.62152
H: -5.37180 0.58005 -11.77532
C: -3.30566 -3.35646 9.59407
C: -1.82197 -3.61165 9.41721
O: -1.55211 -4.15604 8.11524
C: -1.46931 -3.26424 7.10844
O: -1.60978 -2.07762 7.24164
C: -1.13047 -3.96945 5.79839
F: -1.85763 -5.08911 5.61192
F: 0.16580 -4.34211 5.75321
F: -1.34378 -3.19382 4.72237
H: -3.87806 -4.26573 9.39306
H: -3.52062 -3.02008 10.61006
H: -3.66067 -2.59554 8.89537
H: -1.48859 -4.35592 10.14345
H: -1.23361 -2.70670 9.59011
C: -3.69538 11.42428 1.27607
C: -4.24038 10.04859 1.60552
O: -5.39792 9.75676 0.80702
C: -5.15676 9.30904 -0.44046
O: -4.05784 9.15152 -0.90376
C: -6.46763 8.99206 -1.15526
F: -7.39673 9.95323 -0.98334
F: -7.01656 7.84461 -0.70575
F: -6.31457 8.84833 -2.48295
H: -4.47708 12.18139 1.37862
H: -2.86623 11.67944 1.93872
H: -3.34032 11.47077 0.24408
H: -4.56403 10.02208 2.64799
H: -3.47914 9.27354 1.48483

Cartesian forces (eV/Å) of the 3 atoms listed first:
C 0.662 0.481 -0.413
C -0.943 -1.055 -0.388
C -0.219 1.507 -0.296

---

| no. | total energy (eV) | strongest force on any atom (Eh/bohr) |
| --- | --- | --- |
| 1 | -22607.76007 | 0.0704 |
| 2 | -21092.22846 | 0.0427 |
| 3 | -162847.25319 | 0.0895 |